Computed, not measured: C52H54BClIrN10O3 as an isolated structure, with ωB97M-V/def2-TZVPD.

Last column: Mulliken charge in e.
Cartesian coordinates (Å):
O 3.415 1.751 -2.357  -0.71
N 0.045 2.431 1.066  -0.90
C 3.050 0.774 -1.742  -0.50
N 2.251 -2.933 -1.403  0.09
H -3.327 -5.207 -1.535  0.41
H 5.609 1.404 -1.031  0.62
H 0.050 6.174 -2.549  0.45
H 0.844 -3.214 4.407  0.74
H 2.931 0.104 2.094  0.75
C -4.223 2.695 3.038  1.64
C -2.574 4.346 -1.391  -0.90
C 2.346 1.477 3.613  -0.93
C -0.972 5.861 -2.384  -1.15
H -1.981 1.123 3.228  0.60
C -1.848 1.967 2.557  -3.52
C -2.875 3.148 -0.530  1.07
C -2.441 -2.668 -1.884  -1.52
H 2.432 -1.480 -4.074  0.45
H -5.632 3.540 1.573  0.26
H -3.815 2.704 -0.862  0.68
C -3.159 0.141 -2.462  -0.63
H -3.785 4.265 1.044  0.97
C 2.513 -5.133 -1.508  0.96
H 0.095 -5.321 -0.089  -0.03
H -0.451 4.201 -1.141  0.30
H 2.980 -7.184 -1.749  0.41
H -3.928 -0.436 -1.964  0.45
H 1.584 2.672 5.223  0.45
C -2.012 6.565 -2.971  0.44
C 4.099 -2.170 -2.916  0.89
C -1.817 -3.743 -1.299  0.93
N 3.344 -0.788 0.055  0.76
H 3.784 0.096 -5.410  0.42
C 1.494 1.746 4.672  -0.55
H -2.110 2.384 -0.680  -1.21
H 1.039 -6.236 2.190  0.22
H 3.577 -2.291 1.453  0.30
H 1.247 -6.854 -1.679  0.24
C 5.974 -0.095 0.501  -0.98
C -2.975 3.542 0.944  -1.68
H -2.890 3.951 4.240  0.31
C 0.527 0.813 5.020  -0.78
H -4.381 1.314 0.755  0.60
H 4.283 -5.062 -2.821  0.58
H 5.958 -1.747 1.894  0.60
C 0.299 -5.581 2.652  -1.39
Ir 1.403 -1.265 -0.494  2.01
H -3.432 1.575 4.749  0.28
C 5.397 -1.166 1.176  -1.10
C 3.497 -1.395 -3.903  0.00
H -1.212 -0.526 1.368  0.39
C 1.272 -0.653 3.239  0.85
C -4.296 1.572 4.081  -1.90
H 5.945 -2.710 -1.965  0.50
H -4.127 6.741 -3.243  0.43
C 3.317 -3.178 -2.179  -0.52
N -0.434 -2.006 -1.161  -0.32
H 6.217 0.274 -5.024  0.43
C -3.328 6.181 -2.777  -1.08
N 0.747 -3.608 1.202  0.53
C -1.546 -1.595 -1.799  -0.70
N 1.766 -4.138 -1.001  0.81
H -3.402 -2.671 -2.367  0.66
H -6.320 3.191 3.151  0.51
C -5.612 2.832 2.403  -1.63
C -2.534 2.043 -3.792  -0.29
H -4.628 4.765 -1.843  0.42
H -5.990 1.870 2.051  0.44
C 3.915 0.195 -0.647  1.22
H -1.690 -5.845 -1.705  0.26
C 4.076 -1.484 0.934  -0.02
C 6.235 -1.204 -3.470  -0.90
H 1.622 2.077 -0.272  0.86
N 1.042 -2.291 1.279  -0.02
C 4.259 -0.517 -4.656  -0.83
H -2.805 2.943 -4.329  0.43
H 0.167 0.162 -3.068  0.15
B 0.471 -4.197 -0.191  -1.82
Cl -1.658 7.943 -3.966  -0.22
C -3.598 5.073 -1.987  0.02
C 0.846 -3.133 3.334  -1.24
C 0.800 1.688 0.304  -1.34
H 0.280 -5.785 3.720  0.43
H 7.303 -1.137 -3.308  0.42
C 1.097 -1.974 2.590  -0.72
H -2.320 -5.455 -0.106  0.26
C -3.183 2.357 1.923  2.90
N -0.613 -3.333 -0.867  0.80
H -4.372 0.594 3.606  0.30
C -3.866 4.004 3.752  -1.70
C -1.828 -0.278 -2.402  1.44
H 7.003 0.181 0.690  0.49
C 3.522 -4.558 -2.250  -1.40
N 0.433 0.374 0.316  0.84
H -4.549 1.585 -3.210  0.38
H -1.415 2.796 3.110  0.30
H -4.603 4.199 4.533  0.51
H -0.351 -1.085 4.579  0.48
C -0.628 0.341 1.111  -0.48
H -2.066 4.080 1.221  0.11
H 3.105 2.195 3.331  0.45
H -0.675 -5.835 2.236  0.24
O 1.935 0.134 -1.928  -0.86
H -5.179 1.712 4.706  0.50
C 2.218 -6.575 -1.269  -1.39
N -0.850 1.560 1.579  2.31
C -1.210 1.641 -3.726  -0.83
H -0.145 1.006 5.847  0.45
H -0.438 2.218 -4.220  0.50
C 0.416 -0.371 4.310  -0.90
H -3.864 4.863 3.082  0.31
C -3.510 1.283 -3.162  -1.17
C 5.475 -2.085 -2.716  -0.26
C 5.220 0.592 -0.433  -0.86
C 5.626 -0.416 -4.437  -0.51
C -2.312 -5.142 -1.150  -1.46
C 2.241 0.288 2.906  0.51
O -3.567 1.156 1.245  -0.70
C -1.261 4.758 -1.598  0.42
H 2.211 -6.810 -0.205  0.22
C -0.860 0.479 -3.052  0.53
C 0.626 -4.145 2.423  0.61

2S+1: 1
Charge: +1
Gap between HOMO and LUMO, eV: 7.81
HOMO energy, eV: -10.4
Energy relative to the best compared isomer or geometry (same formula, charge and spin), kJ/mol: 0.0



Computed, not measured: one molecule with the formula C4H8N2O, with ωB97M-V/def2-TZVPD.

Last column: Mulliken charge in e.
Cartesian coordinates (Å):
N -0.597 0.864 0.201  -0.27
H -1.708 -0.562 1.419  0.26
C -1.813 0.300 0.760  -0.42
H 1.385 1.105 0.814  0.31
O 1.010 -1.893 -0.330  -0.60
N 2.014 -0.140 -1.355  -0.42
H 0.572 -0.268 1.580  0.26
H -1.168 -0.919 -0.950  0.22
H 2.310 -0.731 -2.118  0.23
C -1.476 0.084 -0.663  -0.29
H -1.977 0.658 -1.440  0.23
C 1.253 -0.698 -0.375  0.58
H -2.577 1.015 1.055  0.25
H 2.115 0.859 -1.449  0.21
C 0.681 0.282 0.640  -0.53

SMILES: NC(=O)CN1CC1
2S+1: 1
Charge: 0
Gap between HOMO and LUMO, eV: 10.10
HOMO energy, eV: -9.1
Energy relative to the best compared isomer or geometry (same formula, charge and spin), kJ/mol: 183.2